{
  "formula": "C2H7NO2PS",
  "method": "ωB97M-V/def2-TZVPD",
  "species": ["C", "C", "N", "O", "O", "P", "S", "H", "H", "H", "H", "H", "H", "H"],
  "coordinates": [[0.50249, -0.58161, 0.66299], [0.04977, -0.35064, -0.72321], [1.18826, -1.00722, -1.56480], [1.47971, -1.15225, 1.06613], [-2.17805, 0.24367, 0.91498], [-1.07790, 0.63768, 2.09906], [-0.67878, 2.46721, 1.20057], [-0.07643, 0.73519, -0.70242], [-0.86365, -0.77275, -1.13028], [1.18375, -2.03031, -1.27097], [2.13021, -0.62315, -1.21922], [1.14679, -0.82233, -2.55963], [-3.18526, 0.35992, 1.13057], [0.37909, 2.89658, 2.09624]],
  "homo_ha": -0.437,
  "charge": 1,
  "relative_energy_ev": 1.284
}